Record 1
DFT (ωB97M-V with the def2-TZVPD basis set) results for 2 unconnected molecules or ions with the total composition C4H12NO.

```
! RIJCOSX wB97M-V def2-TZVPD def2/J DEFGRID3
* xyz 1 1
H 0.591 1.662 -2.336
H -0.527 -0.603 3.057
H -0.124 2.030 -0.782
C 0.477 -0.042 -1.070
H 0.366 0.634 2.047
H 2.545 0.715 -0.828
H 0.655 -1.214 1.982
H -1.739 -0.032 0.594
C -0.124 -0.408 2.067
C -0.079 1.241 -1.516
C -1.129 -0.679 1.113
O 0.374 -1.214 -1.716
H -1.042 1.079 -1.944
H 1.759 0.144 0.578
H 0.121 -1.020 -2.642
H -1.419 -1.734 1.095
H 2.420 -0.878 -0.665
N 1.932 -0.029 -0.478
*
```

Computed properties:
Energy relative to the best compared isomer or geometry (same formula, charge and spin) (eV): 4.738
Frontier orbital gap (alpha / beta) (eV): 7.6 / 9.2

---

Record 2
DFT (ωB97M-V with the def2-TZVPD basis set) results for 2 unconnected molecules or ions with the total composition C4H12NO2.

```
! RIJCOSX wB97M-V def2-TZVPD def2/J DEFGRID3
* xyz -1 1
H -1.582 -1.415 0.150
H 0.596 -0.732 0.453
H -1.033 -0.450 -2.105
C 2.391 0.002 0.065
H 0.111 1.439 -0.035
N 1.089 -0.495 -0.458
H -1.261 -0.003 1.578
H 0.358 -0.135 2.640
H -1.743 1.086 -1.496
C -1.127 0.188 -1.230
H 2.416 0.841 0.765
H 2.919 0.318 -0.844
H 2.958 -0.889 0.363
H -2.975 -0.642 -0.509
O -0.037 -0.898 2.212
C 0.238 0.666 -0.806
C -1.966 -0.419 -0.089
O -2.025 0.383 1.046
H 0.674 1.157 -1.701
*
```

Computed properties:
Energy relative to the best compared isomer or geometry (same formula, charge and spin) (eV): 0.624
Frontier orbital gap (eV): 8.0

---

Record 3
DFT (ωB97M-V with the def2-TZVPD basis set) results for 2 unconnected molecules or ions with the total composition C4H12NO2.

```
! RIJCOSX wB97M-V def2-TZVPD def2/J DEFGRID3
* xyz 0 2
C 0.220 -0.654 0.699
C 0.341 -1.979 -0.055
H -0.437 3.601 -0.529
H -0.673 -0.704 1.363
H 0.054 3.668 0.905
H 1.228 0.895 1.838
O 0.320 -1.943 -1.338
H -0.365 1.249 0.091
N -0.361 0.308 -0.325
H 0.058 0.146 -1.252
C 1.462 -0.053 1.329
H 0.454 -2.926 0.506
H 2.154 0.218 0.539
H -2.477 0.034 0.276
H -2.040 -0.911 -1.023
H 1.901 -0.734 2.043
H -2.142 0.939 -1.207
C -1.810 0.073 -0.633
O 0.008 3.078 0.143
*
```

Computed properties:
Energy relative to the best compared isomer or geometry (same formula, charge and spin) (eV): 1.254
Frontier orbital gap (alpha / beta) (eV): 3.9 / 7.5

---

Record 4
DFT (ωB97M-V with the def2-TZVPD basis set) results for a molecular structure, C4H12NO2.

```
! RIJCOSX wB97M-V def2-TZVPD def2/J DEFGRID3
* xyz 0 2
H 2.038 -1.081 -2.197
C 1.577 -0.081 -2.105
H 2.082 0.610 -2.706
N 1.371 0.380 -0.631
C -0.377 1.321 0.830
C 0.275 1.434 -0.578
O -1.694 -1.044 0.566
H 0.436 -2.706 1.341
H 0.542 -0.270 -2.595
H 0.207 0.791 1.595
C -1.646 0.334 0.869
H -2.319 0.729 0.222
H 0.961 2.340 -0.824
H -0.477 2.290 1.322
H -2.008 0.432 1.921
H 1.394 -0.312 -0.033
H -0.480 1.261 -1.413
H -0.667 -1.749 0.891
O 0.409 -1.837 1.034
*
```

Computed properties:
Energy relative to the best compared isomer or geometry (same formula, charge and spin) (eV): 3.023
Frontier orbital gap (alpha / beta) (eV): 9.2 / 5.6

---

Record 5
DFT (ωB97M-V with the def2-TZVPD basis set) results for 3 unconnected molecules or ions with the total composition C4H12NO2.

```
! RIJCOSX wB97M-V def2-TZVPD def2/J DEFGRID3
* xyz 1 1
C 0.345 0.947 2.268
H 1.379 1.242 2.486
H -1.768 1.333 0.729
H -0.295 1.787 2.030
C 0.819 -1.343 1.356
N -0.677 -0.138 -0.092
H 1.419 -1.438 2.255
H 0.641 -2.591 -1.602
C -1.573 0.890 -0.188
H 0.878 2.384 -3.018
H -0.577 -2.234 -2.448
O -0.211 -2.241 -1.586
H -0.590 -1.091 -0.715
C 0.104 -0.175 1.254
H 0.533 0.857 -3.022
H -0.266 0.776 3.195
O 0.600 1.664 -2.451
H -1.507 1.523 -1.138
H 0.746 -2.153 0.687
*
```

Computed properties:
Energy relative to the best compared isomer or geometry (same formula, charge and spin) (eV): 4.263
Frontier orbital gap (eV): 8.4

---

Record 6
DFT (ωB97M-V with the def2-TZVPD basis set) results for 2 unconnected molecules or ions with the total composition C4H12NO2.

```
! RIJCOSX wB97M-V def2-TZVPD def2/J DEFGRID3
* xyz 1 1
C -1.969 -1.571 0.167
N 0.212 0.486 -1.211
O 2.837 0.937 1.289
H 1.873 -0.604 -0.477
C 1.578 0.437 -0.580
H -2.876 0.343 0.105
H 0.025 -0.223 -1.918
H -2.997 -0.727 -1.419
C 1.549 1.122 0.772
H -1.034 -2.274 1.687
C -2.689 -0.606 -0.390
H -0.526 0.327 -0.502
O -1.449 -1.451 1.411
H 0.779 0.659 1.400
H 0.041 1.396 -1.640
H 1.320 2.190 0.651
H -1.821 -2.532 -0.307
H 2.862 1.197 2.217
H 2.285 0.894 -1.258
*
```

Computed properties:
Energy relative to the best compared isomer or geometry (same formula, charge and spin) (eV): 2.165
Frontier orbital gap (eV): 9.8

---

Record 7
DFT (ωB97M-V with the def2-TZVPD basis set) results for 2 unconnected molecules or ions with the total composition C4H12NO2.

```
! RIJCOSX wB97M-V def2-TZVPD def2/J DEFGRID3
* xyz 1 1
C 0.055 -0.002 0.000
C 1.196 -0.070 1.019
H 0.400 -2.453 -2.431
H -1.365 -0.679 1.575
C -0.327 -1.238 -0.826
H -0.659 0.804 1.730
H -1.921 0.714 0.514
H -1.173 -1.044 -1.399
H 1.728 -2.154 -1.105
H -0.177 3.553 -0.058
N -1.086 0.265 0.992
O 0.961 0.119 2.225
C 0.840 -1.736 -1.682
H -0.774 3.391 1.444
H 2.166 -0.549 0.764
H 1.143 -0.952 -2.373
H 0.248 0.964 -0.843
O -0.764 3.076 0.558
H -0.491 -2.010 -0.107
*
```

Computed properties:
Energy relative to the best compared isomer or geometry (same formula, charge and spin) (eV): 2.669
Frontier orbital gap (eV): 11.1

---

Record 8
DFT (ωB97M-V with the def2-TZVPD basis set) results for a molecular structure, C4H12NO2PdSSi.

```
! RIJCOSX wB97M-V def2-TZVPD def2/J DEFGRID3
* xyz 1 1
H -1.219 0.435 2.843
H -2.441 -0.580 2.026
C 1.898 -1.054 -0.329
H 2.044 -1.604 -2.935
H -1.555 -0.571 -1.711
Si -0.450 -0.085 0.503
S 2.088 -0.501 -2.102
H -2.808 -0.079 -0.437
H -1.716 1.134 -1.256
H 0.810 1.958 -0.290
H -0.347 2.306 0.990
N 0.563 -1.431 -0.037
C 0.418 1.583 0.660
H -0.936 -1.307 2.713
C -1.320 -0.432 2.176
O 1.039 0.458 -2.477
H 2.351 -0.299 0.327
O 3.472 0.012 -2.169
C -1.786 0.106 -0.881
H 2.524 -1.963 -0.260
Pd -3.803 0.316 1.187
H 1.173 1.596 1.460
*
```

Computed properties:
Frontier orbital gap (eV): 3.7

---

Record 9
DFT (ωB97M-V with the def2-TZVPD basis set) results for 2 unconnected molecules or ions with the total composition C4H12NOS.

```
! RIJCOSX wB97M-V def2-TZVPD def2/J DEFGRID3
* xyz -1 1
C 0.280 -0.523 1.741
H -0.822 -0.703 -3.731
H -0.430 0.121 2.284
C -0.603 1.643 -1.080
H -0.487 -0.996 -2.256
H 0.351 1.862 -1.555
H 1.352 -0.456 -0.077
N -0.589 0.347 -0.408
H 1.081 1.100 0.694
O -1.066 -1.280 -2.989
H -2.716 1.653 -1.568
H -1.440 0.231 0.125
H -1.689 1.047 -2.833
H -1.782 2.698 -2.651
S 1.769 -0.994 2.669
C -1.742 1.790 -2.059
C 0.604 0.152 0.431
H -0.295 -1.434 1.546
H -0.717 2.438 -0.323
*
```

Computed properties:
Energy relative to the best compared isomer or geometry (same formula, charge and spin) (eV): 0.703
Frontier orbital gap (eV): 5.6

---

Record 10
DFT (ωB97M-V with the def2-TZVPD basis set) results for 2 unconnected molecules or ions with the total composition C4H12NOS.

```
! RIJCOSX wB97M-V def2-TZVPD def2/J DEFGRID3
* xyz -1 1
H -0.794 -2.258 -0.934
H 1.669 0.426 -0.698
O 3.404 1.379 1.582
H -0.244 -0.005 0.956
H -1.785 2.492 -0.101
C 1.158 -0.512 -0.527
H -2.085 1.093 0.898
S 2.163 -1.526 0.665
N -0.999 0.685 -0.870
H -0.590 -2.221 0.814
H 2.812 0.621 1.356
C -0.274 -0.349 -0.079
C -1.021 -1.695 -0.035
H 3.847 1.470 0.741
H -1.385 0.208 -1.671
H -2.068 -1.524 0.147
H -2.986 1.354 -0.634
C -2.016 1.419 -0.134
H 1.191 -1.056 -1.477
*
```

Computed properties:
Energy relative to the best compared isomer or geometry (same formula, charge and spin) (eV): 0.517
Frontier orbital gap (eV): 6.5

---

Record 11
DFT (ωB97M-V with the def2-TZVPD basis set) results for 2 unconnected molecules or ions with the total composition C4H12NOS.

```
! RIJCOSX wB97M-V def2-TZVPD def2/J DEFGRID3
* xyz -1 1
H -1.046 -2.794 -1.946
H 0.423 0.372 -1.464
H -1.650 -0.097 -0.952
O -0.086 0.118 -2.293
C -1.185 -0.624 -1.771
H 0.334 -1.940 -1.134
S 0.635 0.244 0.683
H 1.908 1.483 2.962
C -0.745 -1.999 -1.238
N -1.415 -2.233 0.060
H 1.397 3.195 2.871
C 1.111 2.170 2.580
H -1.211 -3.180 0.411
H -1.901 -0.724 -2.586
H 1.908 2.311 0.548
H -1.006 -1.552 0.688
H 0.196 1.905 3.075
H 0.139 2.614 0.685
C 0.977 1.984 1.070
*
```

Computed properties:
Energy relative to the best compared isomer or geometry (same formula, charge and spin) (eV): 0.491
Frontier orbital gap (eV): 7.1

---

Record 12
DFT (ωB97M-V with the def2-TZVPD basis set) results for 2 unconnected molecules or ions with the total composition C4H12NOS.

```
! RIJCOSX wB97M-V def2-TZVPD def2/J DEFGRID3
* xyz -1 1
O 0.929 3.426 -0.725
H -3.289 -0.133 -0.363
N -1.236 0.240 -0.750
H -2.233 -0.504 0.916
H 1.989 -2.104 -0.325
C 1.950 -1.523 0.588
H 0.268 -1.117 -1.337
H -0.670 -1.591 0.013
H 0.844 2.499 -0.998
C 1.066 -0.263 0.413
H 1.733 0.437 -0.107
H 2.957 -1.150 0.812
H -1.541 0.195 -1.708
H -2.668 1.232 0.513
C -0.152 -0.720 -0.423
C -2.397 0.263 0.114
S 1.248 -2.645 1.869
H 0.633 3.338 0.204
H 0.569 0.120 1.295
*
```

Computed properties:
Energy relative to the best compared isomer or geometry (same formula, charge and spin) (eV): 1.295
Frontier orbital gap (eV): 5.9